15
Properties=species:S:1:pos:R:3:forces:R:3 method="wB97M-V/def2-TZVPD" charge=0 de_lowest_kcal_mol=65.22 total_energy_ev=-21808.81089 fmax_ha_per_bohr=0.072 orbital_gap_ev=8.29
Cl 3.81402 0.55770 -0.70481 0.62 -0.60 0.62
O 0.26263 3.10126 1.00119 0.42 -2.10 -1.80
N 3.32932 -1.76270 0.58062 1.21 0.72 0.05
N -0.74119 0.36553 -0.78906 -0.55 -2.55 -0.75
C 0.30945 0.80507 0.03240 1.77 0.08 -1.00
C 0.34837 2.07800 0.38140 -0.34 2.43 2.78
C 4.11009 -0.78859 0.43360 0.32 -0.84 0.75
C -2.05866 0.97534 -0.71167 -0.19 0.33 -0.30
H 1.34172 0.33127 -0.13619 -1.84 0.69 0.46
H 2.61102 -1.65663 -0.09178 -1.50 -0.25 -0.73
H -0.79301 -0.68027 -0.75180 -0.08 1.56 -0.01
H -2.42601 1.11331 0.32516 -0.08 -0.25 -0.46
H -2.09474 1.95659 -1.21338 0.51 -0.03 0.36
H 5.03049 -0.82031 1.05411 -0.46 0.93 -0.72
H -2.74456 0.40239 -1.35926 0.19 -0.12 0.75

=====

15
Properties=species:S:1:pos:R:3:forces:R:3 method="wB97M-V/def2-TZVPD" charge=0 de_lowest_kcal_mol=43.13 total_energy_ev=-21809.76876 smiles="[H]/N=C1/NC[C@H](Cl)CO1" fmax_ha_per_bohr=0.125 orbital_gap_ev=9.40
Cl -1.88800 1.90949 0.13975 1.76 -0.62 0.19
O 0.56252 0.23936 -1.44378 -0.37 -0.49 -0.31
N 0.10058 -1.97226 -1.90276 0.30 2.69 -1.19
N -0.45196 -1.07462 0.16843 0.82 -6.24 1.41
C 0.11275 -0.98342 -1.08564 -0.72 -1.10 0.27
C 0.86548 0.99010 -0.31836 0.43 0.54 0.73
C -0.31176 1.09628 0.68297 2.75 3.92 1.85
C -0.52370 -0.18983 1.30218 -1.96 -1.59 -0.22
H -1.60228 -0.31134 1.56907 0.98 0.38 0.79
H 1.02368 1.98960 -0.72437 0.69 -0.05 0.40
H 0.15365 -0.37164 2.17558 -0.36 -0.13 -0.89
H -0.44747 -2.16713 0.47620 -0.38 3.55 -1.35
H 0.30960 -1.36118 -2.76442 0.11 -2.06 0.68
H 0.28676 1.72434 1.48975 -2.03 -0.33 -1.39
H 1.81015 0.48225 0.23540 -2.03 1.53 -0.97

=====

26
Properties=species:S:1:pos:R:3:forces:R:3 method="wB97M-V/def2-TZVPD" spin_multiplicity=2 charge=-1 de_lowest_kcal_mol=6.34 total_energy_ev=-108157.00473 fmax_ha_per_bohr=0.019 orbital_gap_ev="8.33 / 7.51"
Ru 1.00804 0.66132 0.78352 -0.66 0.06 0.69
Se 0.51488 1.09887 3.48998 0.10 0.17 -0.01
Cl 2.14829 2.19600 -1.67934 -0.27 -0.39 0.30
O -1.26581 1.74049 -0.81676 -0.10 0.00 0.19
O 2.43195 1.71080 -0.26354 -0.11 0.33 -0.93
O -0.60898 2.01441 4.16160 -0.04 0.01 -0.03
O 1.84680 1.04590 -2.46714 0.00 0.15 -0.13
O 3.29308 2.89591 -2.12950 0.14 0.00 0.08
O 1.42966 1.92908 2.31247 0.38 0.14 0.12
O -0.16468 0.09224 2.26937 -0.20 -0.43 -0.13
O 1.46539 0.27002 4.47426 -0.09 -0.01 0.02
O 1.79336 -2.00550 0.56352 0.46 -0.05 -0.25
O 1.00554 3.08469 -1.60208 0.22 -0.13 0.01
N -0.58140 0.62440 -0.40025 0.46 -0.04 -0.21
N 0.93879 -1.21154 0.12902 -0.19 -0.14 0.78
C -0.60839 -3.07580 -0.26584 -0.02 0.03 -0.05
C -1.09517 -0.54291 -0.66166 0.12 0.11 -0.11
C -2.41588 -0.70483 -1.33441 0.01 0.05 0.04
C -0.25263 -1.63157 -0.28396 -0.18 0.31 -0.32
H -2.44385 -1.63534 -1.89740 0.01 -0.01 0.00
H -2.59852 0.13843 -1.99630 -0.01 -0.02 -0.01
H -0.05479 -3.54900 0.54555 0.00 -0.01 -0.01
H -3.21418 -0.72601 -0.58942 0.00 0.00 0.00
H -0.55393 2.37521 -1.05204 -0.04 -0.13 0.00
H -1.67697 -3.20794 -0.09543 0.00 0.02 -0.03
H -0.34061 -3.58730 -1.19422 0.03 -0.01 0.01

=====

15
Properties=species:S:1:pos:R:3:forces:R:3 method="wB97M-V/def2-TZVPD" charge=0 de_lowest_kcal_mol=95.40 total_energy_ev=-30595.15042 fmax_ha_per_bohr=0.130 orbital_gap_ev=8.39
Cl 1.42605 2.68730 0.99961 -0.54 -2.98 -1.17
S 1.74875 -0.66184 2.38011 -0.21 0.54 -0.93
N -1.37414 -0.30431 -1.36599 1.93 -0.72 1.52
N 0.25579 -1.19196 0.28405 1.81 -4.28 -2.06
C 1.15382 0.92888 0.19693 2.78 3.42 -4.43
C 1.04693 -0.25351 0.93034 -1.21 -2.73 3.15
C -1.88058 0.45524 -0.18405 6.25 -0.29 2.37
C -0.38703 -1.06593 -1.08216 -0.25 1.33 2.09
H 0.81077 -2.23168 0.34232 -2.36 3.74 0.14
H -1.59844 -0.25230 0.80826 -1.66 2.12 -2.42
H -2.82933 0.58909 -0.51615 -3.08 1.21 0.41
H -1.11901 1.51942 0.05064 -3.05 -2.98 -0.96
H 0.49389 0.95238 -0.77069 1.04 0.66 2.31
H 0.07172 -1.74779 -1.74405 0.13 -0.63 -1.04
H 2.18081 0.57699 -0.32918 -1.59 1.59 1.01

=====

15
Properties=species:S:1:pos:R:3:forces:R:3 method="wB97M-V/def2-TZVPD" charge=0 de_lowest_kcal_mol=73.60 total_energy_ev=-30596.09617 smiles="C=NNCC(=S)CCl" fmax_ha_per_bohr=0.151 orbital_gap_ev=8.02
Cl 2.20367 0.22981 1.17721 -0.86 -1.10 -0.04
S -0.82243 -1.82756 -0.79804 0.17 0.56 0.75
N -1.24819 1.41536 -1.28434 -1.30 -1.36 0.74
N -1.08253 1.38980 0.06690 3.37 6.61 -2.37
C 1.07326 -1.23931 0.99806 -1.87 2.36 1.64
C -0.32872 -0.84605 0.42201 1.32 -2.86 -1.44
C -1.19385 0.26669 0.82836 -2.15 -0.04 3.62
C -0.59938 2.13147 -2.08868 -0.41 -1.12 -2.09
H -0.34541 2.14501 0.38367 -1.54 -2.20 -0.58
H 0.34210 2.62933 -1.97740 0.39 0.73 0.83
H -2.32380 0.03207 0.88508 1.82 -0.50 -0.02
H 0.94222 -1.73006 1.98209 0.11 0.70 -0.21
H 1.50277 -1.95354 0.38587 1.03 -0.95 -1.45
H -0.91461 1.96147 -3.15881 0.33 0.52 1.17
H -0.89961 0.73710 1.81905 -0.39 -1.35 -0.54

=====

16
Properties=species:S:1:pos:R:3:forces:R:3 method="wB97M-V/def2-TZVPD" charge=0 de_lowest_kcal_mol=0.00 total_energy_ev=-41432.12625 smiles="C/C=N/Cl.CSSC#N" fmax_ha_per_bohr=0.065 orbital_gap_ev=9.76
Cl 1.42467 -0.98134 1.12386 0.86 0.95 0.01
S -3.26927 -1.59940 0.10381 0.36 0.63 0.17
S -1.48878 -0.93440 -0.69371 0.09 -0.63 -0.62
N 1.61102 0.03208 -0.27353 -2.19 -2.17 -1.35
N -1.12709 1.81916 -0.09708 0.10 0.66 0.00
C -1.30632 0.71664 -0.35980 -0.57 -0.47 0.40
C -2.69839 -2.17689 1.75732 -0.78 -1.10 -2.12
C 2.36157 1.74380 -1.69862 0.98 -0.27 1.25
C 2.39455 0.98532 -0.39995 0.31 -0.03 0.99
H -2.54980 -3.27322 1.61332 0.38 1.09 0.87
H 1.38338 2.04127 -1.91311 -1.62 0.52 -0.18
H 2.96211 1.23238 0.48422 0.79 0.70 -0.08
H -1.93594 -1.52027 2.04858 1.81 0.17 0.22
H 2.72159 1.22012 -2.55077 0.43 -0.86 -0.47
H 2.97568 2.59563 -1.56737 0.55 1.09 -0.06
H -3.45897 -1.90086 2.42284 -1.51 -0.28 0.98